(1)
# C48H36N6RuS

C48H36N6RuS as an isolated structure (ωB97M-V/def2-TZVPD, the OMol25 dataset).

Values from the calculation:
HOMO-LUMO gap (alpha / beta)   4.7 / 5.2 eV
Calculated total energy   -2672.17485 Eh
Total charge   +1
LUMO (alpha / beta)   -3.6 / -4.7 eV
HOMO level (alpha / beta)   -8.329 / -9.922 eV
Multiplicity   6

Last column: Mulliken spin population.
Element x y z (Å)
Ru  -0.35  -0.92  0.96  2.719
C  1.74  5.63  -1.29  0.190
C  0.41  5.40  -0.96  -0.090
C  0.06  4.31  -0.18  0.161
C  1.05  3.42  0.31  0.071
C  2.39  3.67  -0.06  0.158
C  2.73  4.76  -0.83  -0.090
C  0.68  2.27  1.05  0.082
C  -0.73  2.01  1.42  0.264
C  -1.59  2.85  2.14  0.056
C  -2.77  2.15  2.31  0.116
C  -2.63  0.90  1.68  0.054
C  -3.61  -0.06  1.41  -0.029
C  -5.00  0.15  1.86  0.008
C  -5.71  -0.91  2.44  0.018
C  -7.02  -0.75  2.86  -0.005
C  -7.65  0.47  2.72  0.012
C  -6.97  1.53  2.14  -0.006
C  -5.66  1.37  1.71  0.022
C  -3.34  -1.24  0.68  0.191
N  -2.10  -1.80  0.48  -0.057
C  -2.25  -2.90  -0.33  -0.057
C  -1.21  -3.75  -0.74  0.091
C  -1.53  -4.86  -1.68  0.098
C  -1.08  -4.80  -3.00  0.037
C  -1.40  -5.80  -3.90  -0.004
C  -2.17  -6.88  -3.49  0.010
C  -2.62  -6.95  -2.18  -0.006
C  -2.30  -5.94  -1.28  0.036
C  0.14  -3.61  -0.33  -0.068
C  1.20  -4.50  -0.61  0.181
C  2.31  -4.05  0.09  -0.061
C  1.93  -2.87  0.76  0.245
N  0.60  -2.61  0.49  -0.160
C  2.78  -2.07  1.59  -0.060
C  2.55  -0.73  1.82  0.043
C  3.39  0.23  2.46  0.060
C  2.86  1.47  2.23  0.052
C  1.65  1.27  1.49  0.218
N  1.46  -0.04  1.28  0.043
C  3.95  -2.75  2.19  0.001
C  3.77  -3.97  2.84  0.012
C  4.85  -4.64  3.39  0.000
C  6.13  -4.11  3.28  0.004
C  6.32  -2.90  2.63  -0.002
C  5.24  -2.22  2.09  0.012
C  -3.63  -3.02  -0.66  0.143
C  -4.30  -2.02  -0.02  -0.055
N  -1.32  0.82  1.18  -0.001
H  2.01  6.49  -1.90  0.011
H  -0.36  6.06  -1.34  -0.002
H  -0.98  4.13  0.05  0.019
H  3.17  2.99  0.27  0.019
H  3.76  4.94  -1.09  -0.002
H  -1.35  3.85  2.48  0.005
H  -3.63  2.49  2.87  0.005
H  -5.21  -1.86  2.58  0.005
H  -7.55  -1.59  3.29  0.000
H  -8.68  0.60  3.04  0.001
H  -7.46  2.49  2.00  0.000
H  -5.17  2.18  1.19  -0.004
H  -0.48  -3.95  -3.31  0.000
H  -1.05  -5.73  -4.92  0.000
H  -2.44  -7.66  -4.19  0.001
H  -3.21  -7.80  -1.85  0.000
H  -2.65  -6.00  -0.25  0.002
H  1.13  -5.38  -1.23  0.013
H  3.30  -4.47  0.09  -0.003
H  4.28  0.01  3.03  0.000
H  3.23  2.42  2.56  0.005
H  2.77  -4.38  2.93  -0.002
H  4.69  -5.59  3.89  0.000
H  6.98  -4.65  3.70  0.000
H  7.32  -2.49  2.53  0.000
H  5.41  -1.31  1.54  -0.001
H  -4.04  -3.78  -1.32  0.015
H  -5.36  -1.80  -0.08  -0.001
S  -0.30  -1.09  3.66  0.259
C  -1.48  -2.23  4.17  -0.049
N  -2.08  -3.07  3.32  0.011
C  -2.99  -4.14  3.73  0.001
C  -2.67  -4.54  5.16  0.001
C  -2.71  -3.30  6.03  0.002
N  -1.78  -2.31  5.47  0.020
H  -1.85  -2.96  2.35  0.016
H  -2.87  -4.97  3.04  -0.001
H  -4.03  -3.79  3.67  0.000
H  -1.66  -4.98  5.19  0.000
H  -3.37  -5.29  5.52  0.000
H  -2.40  -3.53  7.05  0.000
H  -3.72  -2.89  6.06  0.000
H  -1.30  -1.68  6.08  -0.002

---

(2)
# C13H20BN

A 2-piece molecular cluster, C13H20BN overall (ωB97M-V/def2-TZVPD, the OMol25 dataset).

Values from the calculation:
HOMO-LUMO gap   5.0 eV
Calculated total energy   -586.79497 Eh
LUMO   -2.0 eV
HOMO level   -7.020 eV

Last column: Löwdin charge in e.
Element x y z (Å)
C  3.03  -2.72  -2.02  -0.151
C  4.12  -1.64  -2.18  -0.155
C  3.41  -0.31  -1.89  -0.120
N  2.17  -0.63  -1.15  -0.061
C  1.43  0.31  -0.49  0.008
C  0.35  0.05  0.33  -0.049
C  -0.34  1.04  1.00  0.039
C  -1.44  0.83  1.87  -0.199
C  -2.00  1.93  2.57  0.003
C  -3.06  1.76  3.43  -0.060
C  -3.61  0.50  3.62  -0.054
C  -3.09  -0.59  2.95  -0.063
C  -2.02  -0.43  2.09  -0.001
C  1.97  -2.10  -1.10  -0.120
H  2.60  -2.97  -3.00  0.115
H  3.43  -3.66  -1.61  0.115
H  4.93  -1.81  -1.46  0.112
H  4.58  -1.66  -3.18  0.116
H  4.04  0.38  -1.31  0.125
H  3.13  0.21  -2.82  0.130
H  1.73  1.34  -0.61  0.147
H  0.06  -0.98  0.47  0.095
H  -0.01  2.06  0.87  0.125
H  -1.57  2.91  2.43  0.121
H  -3.46  2.60  3.96  0.109
H  -4.44  0.37  4.29  0.110
H  -3.52  -1.57  3.10  0.108
H  -1.64  -1.29  1.57  0.106
H  0.94  -2.34  -1.41  0.133
H  2.09  -2.42  -0.06  0.128
H  -1.92  2.19  -1.24  -0.124
B  -2.77  2.17  -2.05  -0.487
H  -3.74  1.69  -1.59  -0.101
H  -3.00  3.26  -2.41  -0.097
H  -2.41  1.53  -2.97  -0.104

---

(3)
# C21H30N2O4

One molecule with the formula C21H30N2O4 (ωB97M-V/def2-TZVPD, the OMol25 dataset).

Values from the calculation:
HOMO-LUMO gap   8.7 eV
Calculated total energy   -1228.70236 Eh
LUMO   0.7 eV
HOMO level   -7.981 eV
SMILES   C[C@@H]1CCCC[C@H]1NC(=O)CN1CCC(O)(c2ccc3c(c2)OCO3)CC1

Last column: Löwdin charge in e.
Element x y z (Å)
C  0.19  2.64  -3.31  -0.053
C  -0.67  3.77  -2.74  -0.334
C  -1.30  4.58  -3.88  -0.176
C  -2.15  5.73  -3.34  -0.200
C  -1.30  6.65  -2.48  -0.201
C  -0.69  5.86  -1.32  -0.150
C  0.16  4.70  -1.85  -0.275
N  0.76  3.97  -0.73  0.108
C  0.06  3.38  0.27  -0.471
O  -1.15  3.35  0.31  0.061
C  0.94  2.73  1.35  -0.104
N  0.85  1.28  1.39  -0.147
C  1.25  0.65  0.15  -0.180
C  1.43  -0.85  0.37  -0.076
C  0.12  -1.48  0.87  -0.480
O  -0.82  -1.33  -0.18  -0.004
C  0.34  -2.95  1.20  -0.148
C  1.18  -3.32  2.25  -0.037
C  1.41  -4.65  2.57  0.016
C  0.78  -5.61  1.81  -0.207
C  -0.05  -5.24  0.75  -0.191
C  -0.28  -3.93  0.43  0.072
O  -0.55  -6.37  0.15  0.036
C  0.00  -7.46  0.87  -0.162
O  0.83  -6.97  1.90  0.032
C  -0.35  -0.70  2.11  -0.086
C  -0.46  0.79  1.80  -0.178
H  0.63  2.05  -2.52  0.052
H  -0.42  1.98  -3.93  0.081
H  0.99  3.05  -3.93  0.082
H  -1.47  3.34  -2.13  0.141
H  -0.51  4.98  -4.51  0.120
H  -1.92  3.92  -4.49  0.116
H  -2.58  6.29  -4.18  0.108
H  -2.97  5.33  -2.75  0.118
H  -0.50  7.09  -3.08  0.112
H  -1.91  7.46  -2.08  0.109
H  -0.07  6.51  -0.70  0.118
H  -1.49  5.45  -0.70  0.112
H  0.99  5.10  -2.44  0.157
H  1.76  3.93  -0.70  0.137
H  0.61  3.11  2.32  0.130
H  1.99  3.00  1.21  0.117
H  2.20  1.08  -0.18  0.126
H  0.50  0.80  -0.65  0.116
H  2.21  -1.02  1.10  0.122
H  1.70  -1.33  -0.57  0.132
H  -1.70  -1.51  0.17  0.110
H  1.68  -2.57  2.83  0.108
H  2.06  -4.93  3.38  0.118
H  -0.91  -3.67  -0.41  0.125
H  -0.82  -8.06  1.30  0.139
H  0.59  -8.09  0.19  0.139
H  0.36  -0.84  2.92  0.115
H  -1.32  -1.08  2.44  0.130
H  -0.77  1.33  2.70  0.127
H  -1.22  0.96  1.02  0.119

---

(4)
# C3H7NS

C3H7NS as an isolated structure (ωB97M-V/def2-TZVPD, the OMol25 dataset).

Values from the calculation:
HOMO-LUMO gap   9.3 eV
Calculated total energy   -571.31071 Eh
LUMO   1.0 eV
HOMO level   -8.347 eV

Last column: Löwdin charge in e.
Element x y z (Å)
C  0.95  -0.18  -1.12  -0.006
C  0.02  0.89  -0.51  -0.361
C  0.39  -1.07  0.58  -0.090
N  -0.59  -0.04  0.41  -0.636
S  -1.64  0.74  1.56  0.759
H  0.32  -0.65  -1.94  0.091
H  2.07  0.08  -1.15  0.099
H  0.67  1.71  -0.09  0.112
H  -0.65  1.28  -1.22  0.080
H  -0.08  -2.01  0.86  0.070
H  1.16  -0.73  1.33  0.083
H  -2.62  -0.03  1.29  -0.201

---

(5)
# C7H6O3

One molecule with the formula C7H6O3 (ωB97M-V/def2-TZVPD, the OMol25 dataset).

Values from the calculation:
HOMO-LUMO gap   8.3 eV
Calculated total energy   -495.96463 Eh
LUMO   -0.3 eV
HOMO level   -8.549 eV
SMILES   O=c1ccc(O)ccc1O

Last column: Löwdin charge in e.
Element x y z (Å)
O  0.06  -1.38  2.34  -0.013
C  -0.08  -0.66  1.27  -0.248
C  -0.94  -1.33  0.20  0.026
C  -0.85  -1.06  -1.14  -0.006
C  -0.20  0.09  -1.82  -0.242
O  -0.54  0.12  -3.23  0.005
C  0.30  1.23  -1.27  -0.013
C  0.70  1.38  0.13  -0.004
C  0.54  0.67  1.22  -0.344
O  1.05  1.00  2.40  0.026
H  -1.62  -2.13  0.53  0.123
H  -1.33  -1.74  -2.02  0.158
H  -1.12  -0.60  -3.34  0.030
H  0.37  2.09  -1.97  0.131
H  1.05  2.50  0.32  0.168
H  1.28  0.07  2.92  0.205

---

(6)
# C2H2FI3O

C2H2FI3O as an isolated structure (ωB97M-V/def2-TZVPD, the OMol25 dataset).

Values from the calculation:
HOMO-LUMO gap (alpha / beta)   7.8 / 7.8 eV
Calculated total energy   -1145.45627 Eh
LUMO (alpha / beta)   -1.4 / -1.4 eV
HOMO level (alpha / beta)   -9.288 / -9.263 eV

Last column: Löwdin charge in e.
Element x y z (Å)
C  -0.63  -0.54  0.56  -1.139
C  -0.18  0.50  -0.48  -0.967
O  1.93  -0.12  -0.13  -0.390
F  -0.52  0.44  -1.74  0.000
I  -2.87  -0.42  0.63  0.697
I  0.03  -2.57  0.06  0.783
I  0.05  2.45  0.15  0.989
H  -0.26  -0.37  1.58  0.010
H  2.45  0.62  -0.64  0.018

---

(7)
# C31H37FN4O4

A 3-piece molecular cluster, C31H37FN4O4 overall (ωB97M-V/def2-TZVPD, the OMol25 dataset).

Values from the calculation:
HOMO-LUMO gap   8.3 eV
Calculated total energy   -1823.12751 Eh
LUMO   -0.6 eV
HOMO level   -8.947 eV
SMILES   CCCCCc1nc2ccc(CCC)cc2nc1CCCF.O=[N+]([O-])c1ccccc1.O=[N+]([O-])c1ccccc1

Last column: Löwdin charge in e.
Element x y z (Å)
C  3.54  -3.13  0.43  -0.120
C  4.48  -1.94  0.77  -0.251
C  3.87  -0.58  0.30  -0.212
C  3.84  -0.51  -1.24  -0.190
C  2.73  0.41  -1.84  -0.123
C  1.36  -0.07  -1.34  -0.220
N  0.89  0.54  -0.28  0.175
C  -0.32  0.05  0.17  -0.230
C  -0.86  0.65  1.36  0.004
C  -2.05  0.21  1.94  0.000
C  -2.71  -0.91  1.29  -0.243
C  -4.00  -1.49  1.88  -0.161
C  -3.84  -2.99  2.29  -0.239
C  -2.44  -3.34  2.90  -0.113
C  -2.22  -1.48  0.14  0.011
C  -0.95  -1.00  -0.48  -0.181
N  -0.51  -1.67  -1.64  0.192
C  0.64  -1.15  -2.00  -0.192
C  1.29  -1.76  -3.27  -0.139
C  0.58  -3.05  -3.73  -0.171
C  0.75  -4.23  -2.73  -0.189
F  1.33  -5.32  -3.40  -0.082
H  3.74  -4.00  1.08  0.071
H  2.48  -2.87  0.62  0.073
H  3.63  -3.45  -0.63  0.058
H  5.51  -2.10  0.41  0.105
H  4.48  -1.88  1.88  0.101
H  4.48  0.24  0.73  0.111
H  2.88  -0.51  0.78  0.093
H  4.81  -0.07  -1.56  0.117
H  3.79  -1.50  -1.71  0.085
H  2.77  0.34  -2.95  0.105
H  2.88  1.46  -1.53  0.120
H  -0.29  1.47  1.81  0.105
H  -2.42  0.70  2.84  0.112
H  -4.76  -1.47  1.07  0.113
H  -4.31  -0.87  2.74  0.111
H  -4.59  -3.27  3.04  0.101
H  -3.94  -3.61  1.38  0.098
H  -1.73  -3.70  2.13  0.069
H  -2.59  -4.20  3.58  0.067
H  -1.99  -2.53  3.49  0.074
H  -2.81  -2.29  -0.29  0.123
H  1.21  -1.01  -4.08  0.126
H  2.37  -1.92  -3.12  0.104
H  1.08  -3.36  -4.67  0.116
H  -0.48  -2.89  -3.96  0.107
H  1.35  -3.96  -1.84  0.102
H  -0.25  -4.55  -2.41  0.112
O  -5.72  3.47  -5.32  0.075
N  -4.62  3.52  -4.80  -0.354
O  -3.89  4.49  -4.83  0.075
C  -4.14  2.32  -4.10  -0.150
C  -4.93  1.19  -4.08  -0.005
C  -4.46  0.05  -3.43  -0.057
C  -3.21  0.06  -2.81  -0.059
C  -2.44  1.21  -2.84  -0.052
C  -2.90  2.35  -3.48  0.002
H  -5.90  1.17  -4.55  0.119
H  -5.07  -0.84  -3.41  0.108
H  -2.83  -0.81  -2.30  0.073
H  -1.47  1.22  -2.35  0.099
H  -2.29  3.24  -3.50  0.120
O  -0.14  2.47  4.69  0.066
N  0.04  3.62  4.34  -0.353
O  -0.83  4.37  3.96  0.079
C  1.42  4.13  4.38  -0.147
C  2.44  3.29  4.78  -0.003
C  3.74  3.77  4.80  -0.066
C  4.01  5.08  4.42  -0.072
C  2.97  5.91  4.03  -0.065
C  1.67  5.44  4.01  -0.003
H  2.25  2.27  5.08  0.119
H  4.56  3.12  5.10  0.108
H  5.02  5.45  4.43  0.107
H  3.17  6.94  3.74  0.109
H  0.86  6.09  3.71  0.120

---

(8)
# C20H34N6O7P

A 2-piece molecular cluster, C20H34N6O7P overall (ωB97M-V/def2-TZVPD, the OMol25 dataset).

Values from the calculation:
HOMO-LUMO gap   9.3 eV
Calculated total energy   -1979.00133 Eh
Total charge   +1
LUMO   -2.3 eV
HOMO level   -11.564 eV

Last column: Löwdin charge in e.
Element x y z (Å)
O  -1.25  0.84  6.13  0.049
O  -1.73  -1.67  1.15  0.038
O  -1.62  -5.49  -2.95  -0.255
C  4.65  4.26  -4.47  0.121
C  4.30  3.20  -3.99  -0.142
N  1.48  0.35  -1.42  0.056
O  1.47  0.51  -5.09  0.071
O  0.40  -6.48  -1.96  -0.063
O  -1.37  -5.24  -0.54  -0.069
O  0.22  -3.90  -2.18  -0.151
C  -1.92  0.87  5.11  -0.565
C  -2.31  -1.30  2.16  -0.444
C  2.33  2.25  1.31  -0.491
C  0.76  -0.77  -1.24  -0.054
C  1.71  0.76  -2.69  -0.193
C  1.23  0.05  -3.81  -0.182
C  0.49  -1.13  -3.62  -0.109
C  0.23  -1.53  -2.30  -0.113
N  2.61  2.90  2.40  0.234
N  -3.08  -2.17  2.82  0.043
N  1.17  2.37  0.68  0.099
N  -1.54  0.14  4.05  0.108
N  3.22  1.44  0.81  0.220
C  -3.17  1.73  5.04  0.017
C  -0.03  -1.90  -4.82  0.005
C  -0.59  -2.75  -1.96  -0.184
C  -3.87  -1.95  4.03  -0.048
C  3.84  1.92  -3.44  -0.195
C  2.42  2.08  -2.89  -0.135
C  -0.03  3.12  1.10  -0.136
C  -0.86  2.38  2.16  -0.168
C  -1.18  0.93  1.74  -0.143
C  -2.10  0.13  2.69  -0.197
P  -0.60  -5.27  -1.92  0.302
H  4.97  5.19  -4.91  0.031
H  1.06  -0.07  -5.75  0.100
H  0.62  -6.49  -2.90  0.095
H  -1.89  -6.05  -0.63  0.098
H  0.57  -1.10  -0.23  0.111
H  1.93  3.53  2.77  0.121
H  3.50  2.78  2.85  0.137
H  -3.12  -3.09  2.40  0.149
H  1.09  1.81  -0.16  0.095
H  -0.74  -0.44  4.23  0.165
H  4.12  1.32  1.25  0.133
H  2.98  0.92  -0.02  0.096
H  -3.09  2.45  4.23  0.068
H  -4.04  1.10  4.90  0.073
H  -3.27  2.27  5.98  0.095
H  0.70  -1.91  -5.63  0.091
H  -0.96  -1.44  -5.19  0.110
H  -0.25  -2.94  -4.57  0.087
H  -0.92  -2.71  -0.91  0.099
H  -1.50  -2.77  -2.58  0.137
H  -4.44  -1.02  3.96  0.076
H  -3.22  -1.92  4.91  0.087
H  -4.58  -2.78  4.17  0.094
H  3.86  1.17  -4.24  0.119
H  4.52  1.58  -2.65  0.117
H  2.46  2.63  -1.94  0.104
H  1.82  2.68  -3.58  0.130
H  0.25  4.10  1.48  0.120
H  -0.66  3.28  0.22  0.132
H  -0.31  2.38  3.10  0.108
H  -1.79  2.92  2.31  0.114
H  -1.63  0.96  0.75  0.128
H  -0.23  0.39  1.66  0.107
H  -3.09  0.60  2.68  0.148

---

(9)
# C14H35ClN2O

A 3-piece molecular cluster, C14H35ClN2O overall (ωB97M-V/def2-TZVPD, the OMol25 dataset).

Values from the calculation:
HOMO-LUMO gap   7.2 eV
Calculated total energy   -1198.96658 Eh
LUMO   0.0 eV
HOMO level   -7.151 eV

Last column: Löwdin charge in e.
Element x y z (Å)
C  -24.93  20.80  100.62  0.005
C  -25.13  19.44  101.53  -0.183
N  -24.32  18.25  101.25  -0.274
C  -24.59  17.77  99.86  -0.018
C  -22.85  18.70  101.16  -0.130
C  -22.30  19.23  102.49  -0.057
C  -24.52  17.11  102.15  -0.089
C  -25.97  16.48  102.19  -0.096
O  -26.02  15.38  103.27  -0.208
C  -27.31  14.70  103.25  -0.067
H  -25.30  20.49  99.72  0.031
H  -24.04  21.37  100.72  0.064
H  -25.72  21.32  101.12  0.067
H  -26.14  19.47  101.73  0.046
H  -24.97  19.75  102.60  0.133
H  -24.61  18.59  99.05  0.140
H  -25.61  17.29  99.77  0.084
H  -23.87  16.97  99.63  0.113
H  -22.74  19.54  100.44  0.136
H  -22.05  17.99  100.94  0.137
H  -22.86  20.01  102.96  0.084
H  -21.31  19.31  102.42  0.053
H  -22.14  18.62  103.24  0.027
H  -24.15  17.26  103.31  0.198
H  -23.87  16.34  101.77  0.120
H  -26.10  16.12  101.28  0.052
H  -26.60  17.23  102.47  0.074
H  -27.89  15.48  103.61  0.061
H  -27.27  14.13  104.20  0.105
H  -27.58  14.32  102.31  0.078
Cl  -28.33  18.66  100.02  -0.588
C  -29.34  21.22  106.94  -0.081
C  -29.04  22.41  106.06  -0.179
N  -29.52  22.14  104.59  -0.168
C  -29.84  23.33  103.71  -0.261
C  -28.66  24.08  103.46  -0.145
C  -28.77  21.09  104.04  -0.304
C  -29.65  20.26  103.11  -0.093
H  -30.41  20.98  107.09  0.098
H  -29.05  21.40  107.94  0.059
H  -28.83  20.40  106.73  0.012
H  -28.03  22.66  106.09  0.088
H  -29.50  23.28  106.35  0.082
H  -30.63  23.76  104.24  0.084
H  -30.40  22.85  102.63  0.195
H  -27.70  23.51  103.14  0.101
H  -28.17  24.62  104.15  0.011
H  -29.05  24.95  102.65  0.145
H  -28.38  20.27  104.64  0.098
H  -27.75  21.30  103.79  0.088
H  -29.50  19.37  102.69  -0.015
H  -30.00  20.61  102.31  -0.038
H  -30.75  20.12  103.45  0.127